14
Properties=species:S:1:pos:R:3 method="wB97M-V/def2-TZVPD" lumo_energy_ev=4.2 charge=-1 e_homo_ev=-2.56 e_above_lowest_ev=1.047 e_tot_ha=-593.13439
C -2.996 0.074 0.588
S -1.518 -1.027 0.666
H -2.841 0.983 1.191
H -3.215 0.292 -0.456
H -3.908 -0.450 0.953
C 2.064 0.154 0.155
O 1.024 0.742 0.948
C 1.543 -0.274 -1.199
H 2.811 0.969 0.176
H 2.632 -0.623 0.688
H 0.230 0.120 1.038
H 2.058 -1.171 -1.559
H 0.451 -0.371 -1.294
H 1.665 0.580 -1.898

***

34
Properties=species:S:1:pos:R:3 method="wB97M-V/def2-TZVPD" lumo_energy_ev=1.8 charge=-1 e_homo_ev=-5.73 e_tot_ha=-2621.53330
C -0.889 -3.216 0.629
C -0.379 -1.960 -0.350
C -0.476 -0.529 0.457
P -0.051 1.007 -0.648
N -0.332 2.445 0.370
O 1.645 0.931 -1.167
P 0.779 -0.532 1.919
O 0.014 -0.505 3.303
O 1.787 -1.995 1.944
O 1.927 0.803 1.857
C -2.040 -0.341 0.911
C -3.124 -0.316 -0.319
O -3.145 -1.524 -1.159
S -1.606 -1.914 -1.779
O -1.705 -3.399 -2.298
O -1.152 -1.069 -2.993
H -0.584 -4.268 0.217
H -2.080 -3.175 0.565
H -0.618 -3.056 1.756
H 0.729 -2.148 -0.685
H -0.269 2.125 1.365
H -1.360 2.686 0.247
H 1.700 0.649 -2.131
H 2.594 -1.831 1.338
H 2.652 0.443 1.232
H -2.109 0.728 1.435
H -2.345 -1.112 1.768
H -4.201 -0.252 0.191
H -3.006 0.691 -0.922
O 4.464 3.127 -0.933
Cl 3.529 4.127 -1.411
O 2.889 4.769 -0.279
O 2.523 3.492 -2.239
O 4.240 5.120 -2.191

***

79
Properties=species:S:1:pos:R:3 method="wB97M-V/def2-TZVPD" lumo_energy_ev=0.7 charge=-1 e_homo_ev=-5.96 e_above_lowest_ev=0.000 e_tot_ha=-4673.58910
C 0.470 4.333 -2.095
C 1.480 3.721 -3.006
O 2.610 4.040 -3.010
N 0.998 2.774 -4.080
H 0.025 2.987 -4.303
H 1.592 2.966 -4.891
C 1.080 1.353 -3.593
H -0.401 3.709 -1.858
H -0.053 5.158 -2.594
H 0.822 4.627 -1.110
H 0.751 0.659 -4.367
H 0.589 1.284 -2.629
H 2.101 0.977 -3.491
C -0.029 2.243 1.610
C 0.478 1.521 0.399
O 0.934 1.962 -0.608
N 0.513 0.030 0.437
H 0.949 -0.303 -0.449
H 1.193 -0.338 1.164
C -0.826 -0.612 0.610
H 0.350 1.783 2.520
H -1.106 2.355 1.502
H 0.533 3.175 1.515
H -0.811 -1.623 0.228
H -1.568 -0.055 0.039
H -1.039 -0.522 1.678
C -1.261 -5.392 -1.891
N -1.911 -4.791 -0.679
C -2.260 -3.351 -0.988
C -3.153 -5.520 -0.359
C -0.892 -4.849 0.417
C -1.465 -4.478 1.777
O -1.912 -3.147 1.800
H -1.985 -5.340 -2.706
H -1.227 -6.462 -1.683
H -0.334 -4.921 -2.195
H -1.327 -2.825 -1.177
H -2.837 -2.886 -0.199
H -2.764 -3.375 -1.952
H -2.832 -6.487 0.038
H -3.695 -5.764 -1.270
H -3.784 -5.037 0.377
H -0.081 -4.143 0.263
H -0.591 -5.885 0.555
H -0.663 -4.602 2.510
H -2.322 -5.083 2.091
H -2.026 -2.784 2.689
C -4.205 1.724 3.578
F -5.182 0.832 3.396
F -3.852 2.235 2.393
F -4.634 2.669 4.404
S -2.646 0.873 4.338
O -3.146 0.266 5.564
O -2.288 -0.144 3.341
O -1.608 1.885 4.411
C 2.350 -3.193 -3.229
F 2.318 -3.947 -4.309
F 2.146 -3.993 -2.168
F 3.528 -2.626 -3.039
S 1.115 -1.793 -3.244
O 1.465 -0.957 -4.387
O -0.209 -2.424 -3.273
O 1.412 -1.068 -2.011
C 4.726 -0.368 3.451
F 5.420 0.325 2.555
F 4.884 -1.681 3.290
F 5.222 -0.040 4.646
S 2.892 0.128 3.397
O 2.994 1.555 3.118
O 2.340 -0.675 2.294
O 2.383 -0.203 4.697
C 2.024 7.489 -0.574
F 1.707 7.213 -1.850
F 2.956 6.642 -0.181
F 2.533 8.716 -0.549
S 0.474 7.397 0.541
O -0.358 8.566 0.297
O -0.161 6.128 0.205
O 1.085 7.383 1.863

***

12
Properties=species:S:1:pos:R:3 method="wB97M-V/def2-TZVPD" lumo_energy_ev="-9.6 / -12.0" charge=+2 e_homo_ev="-16.68 / -15.58" e_above_lowest_ev=0.568 spin_multiplicity=3 s2=2.0169 e_tot_ha=-1390.19778
H 2.222 -2.707 0.539
O 1.325 -2.368 0.600
C 1.378 -0.989 0.900
C 0.020 -0.433 0.916
C -1.099 -0.065 1.227
H 1.973 -0.440 0.150
H 1.847 -0.810 1.883
H -2.037 0.250 1.650
C -1.545 1.442 -1.676
O -0.567 2.249 -1.688
Tm -2.214 3.509 -2.679
H -1.302 0.363 -1.822

***

18
Properties=species:S:1:pos:R:3 method="wB97M-V/def2-TZVPD" lumo_energy_ev=-7.0 charge=+2 e_homo_ev=-19.02 e_above_lowest_ev=0.243 e_tot_ha=-268.47184
C 1.969 -0.714 -0.201
C 0.705 -0.845 -0.533
N 0.240 -2.162 -1.036
C -0.376 0.217 -0.449
C -0.243 1.058 0.817
N -1.436 1.961 1.051
H 2.712 -1.495 -0.335
H 2.415 0.166 0.251
H -0.322 -2.128 -1.895
H -0.232 -2.710 -0.308
H 1.023 -2.748 -1.311
H -1.381 -0.215 -0.480
H -0.291 0.831 -1.353
H -0.179 0.455 1.713
H 0.611 1.705 0.778
H -1.213 2.678 1.748
H -1.713 2.481 0.211
H -2.287 1.464 1.332

***

59
Properties=species:S:1:pos:R:3 method="wB97M-V/def2-TZVPD" lumo_energy_ev=-6.0 charge=+2 e_homo_ev=-12.78 e_above_lowest_ev=0.408 e_tot_ha=-7382.58476
Pt -0.577 0.062 0.081
S 2.642 -0.581 -4.639
C 3.247 -0.595 -6.233
C 2.356 -0.072 -7.118
C 1.160 0.352 -6.491
C 1.157 0.145 -5.139
C 0.101 0.473 -4.183
C 0.258 0.163 -2.816
N -0.668 0.448 -1.922
C -1.813 1.054 -2.296
C -2.065 1.404 -3.618
C -3.315 2.060 -3.910
C -4.211 2.322 -2.931
C -3.954 1.949 -1.562
C -4.828 2.185 -0.494
C -4.493 1.798 0.795
C -3.254 1.149 0.976
N -2.424 0.916 -0.023
C -2.751 1.313 -1.276
C -5.364 2.027 1.944
C -5.092 1.816 3.271
C -6.171 2.157 4.120
C -7.245 2.621 3.422
S -6.959 2.649 1.746
C -1.078 1.098 -4.563
H 4.226 -0.997 -6.435
H 2.545 0.007 -8.178
H 0.333 0.786 -7.035
H 1.149 -0.328 -2.446
H -3.520 2.345 -4.933
H -5.143 2.821 -3.160
H -5.770 2.684 -0.685
H -2.945 0.812 1.954
H -4.150 1.441 3.645
H -6.151 2.067 5.195
H -8.196 2.949 3.809
H -1.250 1.356 -5.599
Br -1.081 -1.341 2.377
C -1.296 -3.061 1.474
Br -0.765 -2.960 -0.364
H -2.343 -3.331 1.525
H -0.661 -3.773 1.986
O 0.982 1.293 1.537
C 1.838 0.512 1.134
O 1.621 -0.379 0.227
C 3.240 0.558 1.734
N 4.104 -0.441 0.981
C 5.208 0.318 0.284
C 4.672 1.740 0.202
C 3.928 1.909 1.529
H 3.166 0.272 2.782
H 3.449 -0.876 0.310
H 4.470 -1.175 1.583
H 5.415 -0.148 -0.675
H 6.097 0.263 0.909
H 3.993 1.848 -0.646
H 5.480 2.457 0.083
H 3.192 2.709 1.513
H 4.629 2.104 2.340